Run A
The following is a DFT calculation (ωB97M-V/def2-TZVPD) of 3 unconnected molecules or ions with the total composition C3H13N2O3.

XYZ file:
```
21
Properties=species:S:1:pos:R:3:lowdin_charge:R:1
C -1.68719 0.01862 -0.80431 -0.072
C -1.79696 -0.78517 0.56454 -0.065
C -0.64094 -0.44566 1.52057 -0.538
N -0.29629 -1.49373 2.37079 0.158
O 0.15446 0.38707 1.32095 0.098
N -0.36573 -0.40671 -1.53708 0.179
H -1.68815 1.11176 -0.53176 0.151
H -2.38635 -0.15299 -1.56489 0.102
H -2.76525 -0.51637 1.03568 0.136
H -1.73721 -1.86887 0.25729 0.133
H -0.94940 -1.96271 2.93876 0.088
H 0.57743 -1.38287 2.90980 0.129
H -0.38270 -1.39881 -1.64142 0.147
H 0.51908 -0.10646 -1.07324 0.129
H -0.33451 0.07688 -2.43716 0.150
H 2.34778 0.86137 1.21160 0.041
H 3.56457 1.54635 0.74003 0.070
O 2.61868 1.50760 0.53433 -0.061
H 2.24559 1.49832 -1.32000 0.031
H 1.49914 2.12749 -2.54750 0.059
O 1.50397 1.38488 -1.94698 -0.063
```

- charge = +1
- HOMO (eV) = -14.086
- orbital gap (eV) = 11.09

Run B
The following is a DFT calculation (ωB97M-V/def2-TZVPD) of 3 unconnected molecules or ions with the total composition C3H13N2O3.

XYZ file:
```
21
Properties=species:S:1:pos:R:3:lowdin_charge:R:1
N 0.93393 -0.47290 -0.45388 0.154
C -0.19318 0.06056 0.41823 -0.036
C -1.08600 -1.10159 0.69189 -0.455
N -2.15068 -1.11091 1.41576 0.054
C -2.68914 -0.00996 2.15379 -0.035
O -0.69123 -2.18921 0.15280 0.002
H 0.56545 -1.44567 -0.91357 0.216
H 1.64959 -0.66419 0.14771 0.111
H 1.34924 0.26339 -1.06038 0.087
H 0.29601 0.42662 1.32758 0.147
H -0.71371 0.92576 -0.09665 0.168
H -2.76190 -1.89161 1.44954 0.162
H -2.08845 0.84844 1.99282 0.069
H -2.53036 -0.19073 3.17301 0.077
H -3.82120 0.12341 1.89990 0.147
H 3.49041 1.60289 -0.63308 0.102
H 2.90418 3.02311 -1.17179 0.084
O 2.68015 2.06477 -1.03840 -0.097
H 1.37977 -0.35652 -3.83668 0.063
H 1.66721 0.52910 -2.64549 0.061
O 1.80991 -0.43474 -2.97313 -0.081
```

- charge = +1
- HOMO (eV) = -13.855
- orbital gap (eV) = 10.69

run A has the most favorable energy; the next structure is 0.0385 hartree above.

Run A
The following is a DFT calculation (ωB97M-V/def2-TZVPD) of 2 unconnected molecules or ions with the total composition C2H6N2O3S.

XYZ file:
```
14
Properties=species:S:1:pos:R:3:lowdin_charge:R:1
C -0.18760 1.29330 -0.22719 -0.399
C -1.44807 -0.74030 -0.54373 -0.114
N -0.47974 0.24894 -0.68659 0.004
N 0.19173 2.41627 0.05629 0.163
O 1.93342 -0.44570 0.71579 -0.256
O 2.11096 1.53142 2.27462 -0.319
O -0.03348 0.34867 1.81045 -0.423
S 1.30612 0.03313 2.15743 0.942
H -2.27464 -0.57620 0.16306 0.093
H -1.90159 -0.89103 -1.49542 0.068
H -0.88506 -1.66108 -0.26573 0.095
H 1.43861 -0.31837 -0.04171 -0.011
H 0.61182 2.68724 0.95144 0.060
H 3.11437 1.43167 2.27374 0.098
```

- charge = 0
- HOMO (eV) = -9.365
- orbital gap (eV) = 9.83

Run B
The following is a DFT calculation (ωB97M-V/def2-TZVPD) of C2H6N2O3S in the gas phase.

XYZ file:
```
14
Properties=species:S:1:pos:R:3:lowdin_charge:R:1
C 0.09691 -0.76905 0.27693 -0.289
C 1.14299 1.46118 -0.04297 -0.073
N -0.04578 -2.04017 0.03517 0.170
N 1.16996 -0.01444 0.09228 0.005
O -2.60229 -0.88704 0.35886 -0.318
O -1.64940 1.27517 1.06580 -0.330
O -1.43560 0.50638 -1.30802 -0.323
S -1.67603 0.17508 0.11160 0.513
H 1.54046 1.73681 -1.06843 0.111
H 1.73210 2.14308 0.57417 0.078
H 0.09119 1.78995 0.24429 0.067
H 0.65706 -2.64249 -0.21686 0.089
H -1.02077 -2.39845 0.28211 0.153
H 1.99921 -0.33601 -0.40493 0.148
```

- charge = 0
- HOMO (eV) = -10.057
- orbital gap (eV) = 10.23

run B has the most favorable energy; the next structure is 0.0313 hartree above.

Run A
The following is a DFT calculation (ωB97M-V/def2-TZVPD) of 9 unconnected molecules or ions with the total composition C13H44O9.

XYZ file:
```
66
Properties=species:S:1:pos:R:3:lowdin_charge:R:1
C 6.63159 -3.63012 1.67956 -0.093
C 5.56376 -4.39952 0.82731 -0.306
O 5.96697 -4.41237 -0.53504 -0.079
H 6.70471 -2.59355 1.35052 0.064
H 7.62548 -4.07709 1.65762 0.066
H 6.37181 -3.64430 2.73806 0.062
H 4.59660 -3.93737 1.02511 0.101
H 5.51218 -5.41513 1.21976 0.104
H 5.87551 -3.52598 -0.89218 0.080
C -4.36286 -5.51110 -3.27523 -0.087
C -3.76017 -6.43858 -2.21190 -0.337
O -2.73242 -5.75201 -1.54912 -0.078
H -4.79788 -4.61923 -2.82423 0.070
H -5.18208 -5.96284 -3.83461 0.069
H -3.63955 -5.19397 -4.02647 0.073
H -3.39261 -7.31976 -2.73776 0.103
H -4.49363 -6.77475 -1.47901 0.107
H -2.43033 -6.31038 -0.82900 0.081
C -6.45722 3.37861 2.65419 -0.092
C -7.20860 2.16087 3.20771 -0.310
O -7.41508 2.18555 4.62623 -0.088
H -5.53746 3.67334 3.15946 0.070
H -7.10605 4.25447 2.65728 0.065
H -6.23393 3.20479 1.60157 0.069
H -6.78516 1.19856 2.92001 0.107
H -8.19064 2.15222 2.73482 0.101
H -8.08808 2.83017 4.85677 0.076
C 3.42476 0.73119 -5.65760 -0.106
C 4.84228 0.29384 -5.59456 -0.348
O 5.16387 0.27107 -4.23014 -0.080
H 3.31847 1.71312 -5.19649 0.077
H 2.77211 0.00419 -5.17428 0.080
H 3.03869 0.82241 -6.67286 0.072
H 5.48163 0.97463 -6.15658 0.108
H 5.04221 -0.70210 -5.98981 0.116
H 5.15112 1.16947 -3.89203 0.082
C -2.94287 2.45497 -6.93808 -0.155
O -3.87878 1.68227 -6.17322 -0.133
H -3.54520 3.01803 -7.65100 0.077
H -2.41274 3.13391 -6.27018 0.073
H -2.24259 1.83031 -7.49264 0.071
H -3.41856 1.26098 -5.44362 0.068
C 5.26551 5.70866 -0.38114 -0.149
O 6.17590 5.31635 -1.43182 -0.136
H 5.84219 5.70186 0.54377 0.070
H 4.97328 6.74484 -0.55157 0.071
H 4.37119 5.10303 -0.23451 0.078
H 6.85035 5.99820 -1.47442 0.067
C 0.71356 -3.21812 5.81920 -0.176
O 0.44738 -1.92833 6.34149 -0.118
H 0.36960 -4.06322 6.41554 0.073
H 0.18113 -3.25531 4.86881 0.072
H 1.76524 -3.39963 5.59763 0.077
H -0.49661 -1.93005 6.51601 0.072
C -1.39793 0.25338 -0.07355 -0.199
O -2.06580 -0.34208 -1.12276 -0.114
H -1.96333 0.11725 0.84836 0.078
H -0.36431 -0.08906 -0.02367 0.078
H -1.34199 1.31933 -0.29430 0.079
H -1.97099 -1.29173 -1.01888 0.078
C -0.85069 4.57263 7.07684 -0.178
O -0.12424 5.78109 7.14953 -0.117
H -0.55119 3.87626 7.86009 0.072
H -1.92825 4.69392 7.18756 0.072
H -0.63251 4.07922 6.12972 0.078
H -0.09678 6.07273 8.06375 0.072
```

- charge = 0
- HOMO (eV) = -10.189
- orbital gap (eV) = 10.54

Run B
The following is a DFT calculation (ωB97M-V/def2-TZVPD) of 9 unconnected molecules or ions with the total composition C13H44O9.

XYZ file:
```
66
Properties=species:S:1:pos:R:3:lowdin_charge:R:1
C 12.41521 9.31453 11.56180 -0.130
O 11.50414 10.40705 11.78104 -0.130
H 13.42290 9.58161 11.88265 0.076
H 12.02167 8.44655 12.07591 0.080
H 12.50964 9.07881 10.47982 0.082
H 11.75272 11.08969 11.16814 0.065
C 9.19823 5.74568 9.44476 -0.167
O 7.97215 6.26616 9.81241 -0.122
H 9.03884 4.81647 8.88639 0.091
H 9.70811 6.47912 8.81264 0.067
H 9.74973 5.57545 10.31763 0.066
H 8.10140 7.03682 10.35045 0.024
C 12.13486 9.59005 5.11748 -0.152
O 11.43108 9.70581 6.31802 -0.168
H 13.12772 9.15954 5.35900 0.099
H 11.64266 8.91895 4.47886 0.067
H 12.30179 10.56215 4.68043 0.071
H 10.44751 9.85028 6.09660 0.085
C 9.32812 9.06823 9.46284 -0.142
O 8.95591 8.81186 10.80720 -0.162
H 8.58290 8.44156 8.92776 0.073
H 9.30039 10.17535 9.33112 0.076
H 10.33332 8.73021 9.13368 0.081
H 9.55409 9.34114 11.41870 0.098
C 6.85767 6.37591 5.47274 -0.104
O 7.12371 7.46621 6.37283 -0.136
H 5.83284 6.03698 5.48305 0.077
H 7.02327 6.78010 4.49899 0.074
H 7.55401 5.60592 5.73452 0.076
H 7.19933 7.11974 7.25686 0.048
C 12.72897 13.93602 6.78285 -0.077
C 12.99233 12.45982 6.98843 -0.306
O 11.87038 11.93995 7.70405 -0.132
H 12.16523 14.21963 7.63476 0.055
H 12.15545 14.16715 5.92184 0.053
H 13.65891 14.58241 6.71975 0.097
H 13.95867 12.41023 7.54516 0.114
H 13.19897 11.83288 6.11905 0.090
H 11.80049 11.00102 7.34850 0.058
C 5.12146 9.84575 9.54004 -0.086
C 5.20376 8.49766 10.25261 -0.381
O 5.84690 8.56178 11.45872 -0.054
H 4.57859 10.54894 10.17804 0.076
H 4.66792 9.74419 8.57178 0.059
H 6.14650 10.20120 9.26256 0.074
H 5.66625 7.86640 9.46745 0.093
H 4.19407 8.01700 10.37510 0.128
H 6.73558 8.89958 11.23555 0.067
C 8.40691 12.20153 5.17047 -0.093
C 7.91587 10.99828 5.85571 -0.275
O 8.77094 9.85501 5.48284 -0.121
H 7.96008 13.14712 5.53129 0.091
H 8.27239 12.15965 4.05496 0.096
H 9.46490 12.35753 5.26741 0.058
H 6.88750 10.63827 5.60685 0.123
H 7.86264 11.07410 6.97670 0.108
H 8.40232 9.03611 5.85652 0.057
C 8.58159 12.81982 11.19094 -0.069
C 9.33543 13.31941 9.98051 -0.290
O 9.25378 12.39750 8.86528 -0.106
H 8.45394 13.69355 11.83720 0.080
H 9.14323 12.01862 11.65471 0.057
H 7.56903 12.49058 10.92605 0.080
H 10.36191 13.50797 10.23472 0.104
H 8.94506 14.23593 9.66204 0.085
H 10.07276 12.40496 8.37771 0.023
```

- charge = 0
- HOMO (eV) = -9.609
- orbital gap (eV) = 10.22

run B has the most favorable energy; the next structure is 0.0571 hartree above.

Run A
The following is a DFT calculation (ωB97M-V/def2-TZVPD) of 2 unconnected molecules or ions with the total composition CH5IN2.

XYZ file:
```
9
Properties=species:S:1:pos:R:3:lowdin_charge:R:1
C -1.17438 -1.24408 -0.57217 -0.563
N 1.12785 0.97240 0.70941 -0.215
N -0.17626 0.96078 0.86969 -0.096
I 0.77825 -1.64178 -1.10883 0.721
H -1.74822 -2.09326 -0.34832 -0.066
H -1.65081 -0.60536 -1.22185 -0.085
H 1.69104 0.20523 1.25755 0.108
H 1.71380 1.66611 0.08675 0.140
H -0.56127 1.77996 0.32778 0.057
```

- charge = 0
- HOMO (alpha / beta) (eV) = -8.076 / -7.379
- orbital gap (alpha / beta) (eV) = 8.58 / 7.44

Run B
The following is a DFT calculation (ωB97M-V/def2-TZVPD) of CH5IN2 in the gas phase.

XYZ file:
```
9
Properties=species:S:1:pos:R:3:lowdin_charge:R:1
C -0.80190 0.67142 -0.04916 -0.161
N -0.29990 -0.63935 -0.37511 -0.238
N 0.88649 -1.11713 0.25000 -0.440
I 2.52811 0.24023 -0.03307 0.586
H -0.53547 0.84149 0.95114 0.048
H -0.30113 1.55477 -0.44961 0.048
H -1.85432 0.60201 -0.23774 0.078
H -0.31597 -1.04532 -1.27227 0.088
H 0.69410 -1.10812 1.21582 -0.009
```

- charge = 0
- HOMO (eV) = -8.898
- orbital gap (eV) = 8.82

run B has the most favorable energy; the next structure is 0.0976 hartree above.

Run A
The following is a DFT calculation (ωB97M-V/def2-TZVPD) of 3 unconnected molecules or ions with the total composition CH4BrN4.

XYZ file:
```
10
Properties=species:S:1:pos:R:3:lowdin_charge:R:1
C -2.83009 -0.49078 0.35409 -0.425
N 1.03054 0.94320 -0.47890 0.319
N 0.22373 1.53097 -0.04531 0.352
N -2.27508 0.53416 0.14007 0.101
N -3.17475 -1.61991 0.56433 0.183
Br 4.74130 -0.36088 0.33197 0.230
H 1.82685 0.59879 -1.11133 0.227
H -2.30608 1.56121 0.27880 0.088
H -3.31835 -2.59142 0.25793 0.113
H 6.08193 -0.10534 -0.29165 -0.189
```

- charge = +1
- HOMO (eV) = -13.105
- orbital gap (eV) = 6.26

Run B
The following is a DFT calculation (ωB97M-V/def2-TZVPD) of a molecular structure, CH4BrN4.

XYZ file:
```
10
Properties=species:S:1:pos:R:3:lowdin_charge:R:1
C 0.04974 0.08979 0.42678 -0.277
N 0.02261 -2.11765 1.07764 -0.070
N -0.37572 -0.94387 0.90271 -0.018
N 1.20224 -0.65035 -0.99236 -0.402
N -0.14650 1.34267 0.44637 0.189
Br 1.55459 -2.32385 -0.62399 1.097
H -0.65375 -2.90815 0.98782 0.117
H 0.48220 -0.61059 -1.67014 -0.003
H 0.19529 2.02540 -0.32528 0.204
H -0.65707 1.66376 1.28090 0.163
```

- charge = +1
- HOMO (eV) = -14.085
- orbital gap (eV) = 8.46

run A has the most favorable energy; the next structure is 0.0544 hartree above.